# 1
DFT (ωB97M-V with the def2-TZVPD basis set) results for C4H4N2O in the gas phase at a distorted geometry.

ΔE to the lowest compared entry with this formula, charge and spin in kcal/mol: 98.9
HOMO-LUMO gap (spin up / spin down) in eV: 7.544 / 7.545
Highest occupied orbital energy (spin up / spin down) in eV: -8.19 / -8.19

The geometry in ORCA input format:
```
! wB97M-V def2-TZVPD RIJCOSX def2/J DEFGRID3
* xyz 0 1
C 1.2947 -1.8824 -0.0388
C -0.8170 -1.5188 -0.5525
C -0.1158 -0.2893 -0.1180
C -1.1719 2.0231 0.1156
N 1.2075 -0.6264 0.1742
N -0.2866 1.0534 0.1272
O 0.1354 -2.4397 -0.4641
H 2.1613 -2.5026 0.0799
H -2.1882 1.8280 -0.1752
H -0.8674 3.0027 0.4251
H 0.6480 1.3519 0.4267
*
```


# 2
DFT (ωB97M-V with the def2-TZVPD basis set) results for a molecular structure, C35H30GeN6O2SY.

ΔE to the lowest compared entry with this formula, charge and spin in kcal/mol: 20.6
HOMO-LUMO gap (spin up / spin down) in eV: 5.352 / 5.295
Highest occupied orbital energy (spin up / spin down) in eV: -11.91 / -11.92

The geometry in ORCA input format:
```
! wB97M-V def2-TZVPD RIJCOSX def2/J DEFGRID3
* xyz 2 2
Y -0.9066 0.1040 -0.1816
O -8.6156 -2.8107 0.0330
C -8.0809 -3.8385 0.0063
O -7.5219 -4.8474 -0.1039
C -5.4074 -2.3961 -0.0728
C -5.4356 -1.0530 -0.3266
C -4.1904 -0.4358 -0.3072
N -3.0503 -1.1241 -0.1097
C -3.0903 -2.4566 0.0418
C -4.2943 -3.1576 0.1228
C -1.7621 -3.1196 0.0821
C -1.6181 -4.4829 -0.0770
C -0.3422 -5.0376 -0.0642
C 0.7421 -4.2004 0.1059
C 0.5198 -2.8394 0.2471
N -0.7048 -2.2891 0.2352
C -4.0233 1.0114 -0.6063
C -5.0631 1.9155 -0.4702
C -4.8704 3.2317 -0.8656
C -3.6439 3.6016 -1.3896
C -2.6414 2.6518 -1.4433
N -2.8042 1.3831 -1.0479
H -6.3474 -0.5212 -0.5589
H -4.3415 -4.2185 0.3222
H -2.4807 -5.1128 -0.2344
H -0.2094 -6.1032 -0.1932
H 1.7563 -4.5728 0.1246
H 1.3551 -2.1652 0.3813
H -6.0134 1.5987 -0.0654
H -5.6718 3.9524 -0.7734
H -3.4494 4.6067 -1.7340
H -1.6609 2.9179 -1.8249
N -1.3940 0.1023 2.3198
N -0.5971 0.9760 3.0857
C -0.2927 2.1924 2.5671
N 0.3579 3.0404 3.3439
S -0.7269 2.5957 0.9927
H -2.3826 0.3211 2.4543
H -1.2248 -0.8420 2.6610
H -0.6084 0.8437 4.0883
H 0.6115 2.8284 4.2965
H 0.6953 3.9038 2.9431
C 3.0305 5.1395 0.5495
C 3.3571 4.1278 1.4410
C 3.0896 2.7997 1.1206
C 2.4886 2.4606 -0.0884
C 2.1791 3.4903 -0.9786
C 2.4448 4.8152 -0.6695
Ge 2.0101 0.6164 -0.5458
C 2.8851 -0.5577 0.7824
C 2.4422 -0.6205 2.1038
C 2.9976 -1.5012 3.0235
C 4.0246 -2.3486 2.6309
C 4.4949 -2.2932 1.3253
C 3.9326 -1.4059 0.4152
C 2.7547 0.1460 -2.2890
C 2.2094 -0.9133 -3.0128
C 2.7407 -1.3130 -4.2309
C 3.8386 -0.6437 -4.7532
C 4.3950 0.4175 -4.0522
C 3.8584 0.8044 -2.8317
H 3.2521 6.1710 0.7899
H 3.8491 4.3705 2.3754
H 3.3730 2.0251 1.8262
H 1.7286 3.2604 -1.9409
H 2.2085 5.5969 -1.3801
H 1.6492 0.0446 2.4376
H 2.6442 -1.5238 4.0476
H 4.4663 -3.0367 3.3395
H 5.3096 -2.9367 1.0184
H 4.3094 -1.3834 -0.6017
H 1.3472 -1.4544 -2.6223
H 2.3000 -2.1394 -4.7738
H 4.2586 -0.9458 -5.7033
H 5.2508 0.9419 -4.4564
H 4.3097 1.6356 -2.3007
*
```


# 3
DFT (ωB97M-V with the def2-TZVPD basis set) results for a molecular structure, C4H10N4S at a distorted geometry.

ΔE to the lowest compared entry with this formula, charge and spin in kcal/mol: 20.7
HOMO-LUMO gap in eV: 9.318
Highest occupied orbital energy in eV: -17.47

The geometry in ORCA input format:
```
! wB97M-V def2-TZVPD RIJCOSX def2/J DEFGRID3
* xyz 2 1
C -1.3443 0.1877 0.2659
C -0.0575 -0.3908 0.6456
C -3.1483 0.8815 -0.2881
C 2.8204 0.0898 0.1106
N -1.9242 0.2166 -0.9110
N -2.3021 0.8215 0.8726
N 0.0673 -1.6411 0.1728
N 3.9441 0.3923 -0.4416
S 1.3017 0.8737 -0.3408
H -3.4235 1.7892 -0.9154
H -4.0417 0.2195 -0.3634
H 2.6717 -0.9101 0.3305
H -1.4793 -0.0184 -1.7675
H -2.5136 0.8924 1.8797
H 0.6821 -2.2414 0.6856
H -0.3138 -2.1264 -0.7185
H 4.1219 1.3598 -0.7878
H 4.8153 -0.2021 -0.1991
H 0.1237 -0.1939 1.7700
*
```


# 4
DFT (ωB97M-V with the def2-TZVPD basis set) results for a molecular structure, C36H44FeN3P at a distorted geometry.

ΔE to the lowest compared entry with this formula, charge and spin in kcal/mol: 0.0
HOMO-LUMO gap (spin up / spin down) in eV: 4.654 / 5.070
Highest occupied orbital energy (spin up / spin down) in eV: -1.99 / -3.14

The geometry in ORCA input format:
```
! wB97M-V def2-TZVPD RIJCOSX def2/J DEFGRID3
* xyz -1 6
Fe 0.1515 0.0110 -0.5501
N 1.1825 -3.4589 4.0183
N -0.1117 -2.6737 -1.9477
C 1.3675 1.7115 -0.7566
C 2.3290 0.7408 -0.2815
C 2.4475 0.9165 1.1684
C 3.4797 0.5077 1.9728
H 4.2733 -0.1312 1.5783
H 2.5400 -1.4409 3.3852
H 3.5307 0.8487 3.0071
C 1.3129 1.7033 1.5784
C 1.0658 2.0938 2.9795
H 1.7075 2.9349 3.2853
H 1.2773 1.2703 3.6728
H 0.0261 2.4044 3.1401
C 0.6044 2.1272 0.4307
C -0.4866 3.1365 0.4307
H -1.2498 2.8764 1.1869
H -0.9750 3.1648 -0.5520
H -0.0989 4.1465 0.6518
C 3.4399 0.1698 -1.0651
H 4.3270 0.8180 -0.9889
H 3.1937 0.0613 -2.1278
H 3.7293 -0.8185 -0.6840
C 1.4305 2.4229 -2.0578
H 0.4889 2.9505 -2.2477
H 1.5851 1.7029 -2.8714
H 2.2526 3.1631 -2.0990
C 0.3710 -4.4535 4.3233
H 0.5341 -4.9443 5.2871
C -0.6688 -4.8996 3.4931
H -1.3096 -5.7127 3.8288
C -0.8044 -4.3032 2.2337
H -1.6407 -4.5537 1.5963
C 0.1369 -3.3628 1.8168
H 0.1491 -2.9471 0.8120
C 1.1268 -2.9218 2.7613
C 2.0426 -1.8811 2.5295
H 2.4206 -1.7376 1.5240
C -0.1224 -1.3382 -2.0579
C 0.0693 -3.2534 -3.1875
H 0.0700 -4.3243 -3.3706
C 0.1750 -2.2606 -4.1276
H 0.3304 -2.3126 -5.1871
N -0.0263 -1.0671 -3.4377
C -0.1657 0.1961 -4.0554
C 0.7797 0.5523 -5.0442
C 0.4898 1.6482 -5.8597
H 1.1658 1.9001 -6.6851
C -0.6246 2.4500 -5.6051
C -0.9253 3.5973 -6.5288
H -1.5218 4.3597 -6.0122
H -1.4963 3.2533 -7.4070
H 0.0104 4.0489 -6.8891
C -1.4723 2.1553 -4.5319
H -2.3199 2.8172 -4.3312
C -1.2729 1.0166 -3.7420
C -2.2142 0.7651 -2.6081
H -2.3459 -0.2997 -2.3975
H -3.1959 1.2053 -2.8306
H -1.8796 1.2839 -1.6870
C 2.0910 -0.1470 -5.1876
H 2.0182 -1.1167 -5.6916
H 2.6181 -0.2785 -4.2341
H 2.7400 0.4780 -5.8129
C -1.4311 -0.4161 1.1373
P -2.1866 0.8299 2.3055
C -3.9544 0.3706 2.1847
C -1.8186 0.0960 3.9525
C -2.6948 0.1886 5.0564
C -2.3880 -0.4583 6.2564
C -1.1760 -1.1441 6.3955
C -0.2532 -1.1328 5.3456
C -0.5788 -0.5413 4.1303
H -0.3484 -0.5461 1.3589
H -1.9253 -1.3869 1.2619
H -1.6415 -0.0839 0.0825
H -4.0860 -0.7105 2.3207
H -4.5288 0.9109 2.9467
H -4.3112 0.6702 1.1908
H -3.6312 0.7439 4.9696
H -3.0953 -0.4334 7.0890
H -0.9412 -1.6853 7.3113
H 0.7179 -1.6169 5.4566
H 0.1197 -0.6260 3.2946
*
```


# 5
DFT (ωB97M-V with the def2-TZVPD basis set) results for a molecular structure, C12H24BCoF4O6 at a distorted geometry.

HOMO-LUMO gap (spin up / spin down) in eV: 11.704 / 10.945
Highest occupied orbital energy (spin up / spin down) in eV: -13.83 / -13.82

The geometry in ORCA input format:
```
! wB97M-V def2-TZVPD RIJCOSX def2/J DEFGRID3
* xyz 1 4
Co -0.0379 0.0487 0.0796
C 0.7174 0.4959 3.0160
C 0.2811 1.8609 2.4506
O 0.5919 1.9507 1.0722
C 1.8970 2.4533 0.7700
C 2.4218 1.7540 -0.4814
O 2.1684 0.3698 -0.2769
C 2.7151 -0.4948 -1.2608
C 2.2556 -1.8974 -0.8640
O 0.8469 -1.9304 -0.6751
C 0.0625 -2.6254 -1.6407
C -1.0713 -1.7203 -2.1225
O -1.6085 -1.1488 -0.9400
C -2.7816 -0.3582 -1.1013
C -3.2823 -0.1334 0.3257
O -2.1685 0.2231 1.1470
C -2.1386 -0.3712 2.4392
C -0.8943 -1.2544 2.5789
O 0.2917 -0.5825 2.1823
H 0.3446 0.3633 4.0362
H 1.8108 0.4353 3.0210
H 0.7578 2.6691 3.0119
H -0.8014 1.9896 2.5025
H 2.5739 2.2612 1.6071
H 1.8330 3.5319 0.5910
H 3.4986 1.9270 -0.5889
H 1.9104 2.1217 -1.3750
H 3.8131 -0.4397 -1.2381
H 2.3555 -0.2153 -2.2547
H 2.6908 -2.1476 0.1080
H 2.5781 -2.6234 -1.6126
H -0.3548 -3.5046 -1.1332
H 0.6631 -2.9484 -2.4930
H -1.8392 -2.3080 -2.6398
H -0.6900 -0.9426 -2.7910
H -3.5293 -0.9016 -1.6909
H -2.5518 0.5879 -1.6026
H -3.7257 -1.0662 0.6892
H -4.0345 0.6629 0.3529
H -3.0264 -0.9821 2.6153
H -2.1211 0.4329 3.1825
H -0.9645 -2.1012 1.8904
H -0.7971 -1.6168 3.6100
F -1.3598 1.5915 -3.5374
B -0.1291 1.6877 -3.0072
F -0.3177 1.2366 -1.5342
F 0.4091 2.9137 -2.9312
F 0.7372 0.7457 -3.4873
*
```


# 6
DFT (ωB97M-V with the def2-TZVPD basis set) results for 8 unconnected molecules or ions with the total composition C45H47FI2N9O.

HOMO-LUMO gap in eV: 6.144
Highest occupied orbital energy in eV: -10.57

The geometry in ORCA input format:
```
! wB97M-V def2-TZVPD RIJCOSX def2/J DEFGRID3
* xyz 1 1
C -6.7766 2.7226 2.2345
C -6.4298 1.3514 2.7278
I -7.8883 -0.1187 2.3663
C -5.2848 1.0419 3.3270
I -3.8270 2.5346 3.6401
C -4.9541 -0.2807 3.8840
C -5.6853 -0.8096 4.9361
C -5.3482 -2.0517 5.4832
N -4.3205 -2.7372 5.0548
N -3.6493 -2.2048 4.0706
O -2.5759 -2.9780 3.6803
C -3.8722 -1.0635 3.4088
C -3.0224 -0.7014 2.2471
C -3.1477 -1.6948 1.0752
C -2.4401 -1.1590 -0.1630
F -3.1948 -1.4911 -1.2817
H -6.7873 3.3907 3.0983
H -6.0222 3.0948 1.5465
H -7.7669 2.7553 1.7997
H -6.5231 -0.2692 5.3504
H -5.9269 -2.4636 6.2936
H -1.8071 -2.5696 4.1133
H -1.9801 -0.5606 2.5608
H -3.3739 0.2507 1.8643
H -4.1982 -1.8562 0.8380
H -2.7174 -2.6573 1.3297
H -1.4683 -1.6295 -0.2986
H -2.3171 -0.0767 -0.1394
N -0.0134 0.2054 2.9218
C 1.0460 0.1031 2.1167
C 2.3382 0.4051 2.5120
C 2.5496 0.8407 3.8108
C 1.4584 0.9563 4.6585
C 0.2063 0.6276 4.1689
H 0.8413 -0.2363 1.1068
H 3.1600 0.3040 1.8170
H 3.5457 1.0915 4.1538
H 1.5763 1.2959 5.6780
H -0.6734 0.7081 4.8024
N -1.2548 -0.4515 -4.8080
C -1.5125 -1.4471 -3.9584
C -0.8906 -2.6847 -4.0174
C 0.0463 -2.9057 -5.0154
C 0.3217 -1.8840 -5.9092
C -0.3523 -0.6809 -5.7611
H -2.2556 -1.2356 -3.2004
H -1.1401 -3.4568 -3.3017
H 0.5506 -3.8601 -5.0978
H 1.0420 -2.0090 -6.7076
H -0.1620 0.1426 -6.4411
N -0.8514 -7.7234 4.9938
C -1.4256 -6.5282 4.8938
C -2.5673 -6.2808 4.1471
C -3.1464 -7.3390 3.4633
C -2.5617 -8.5906 3.5560
C -1.4196 -8.7287 4.3326
H -0.9400 -5.7287 5.4454
H -2.9908 -5.2916 4.1087
H -4.0384 -7.1908 2.8677
H -2.9784 -9.4439 3.0395
H -0.9329 -9.6922 4.4331
N -5.0930 1.4249 -6.0052
C -3.8368 1.3780 -5.5573
C -3.0084 2.4874 -5.4850
C -3.5055 3.7111 -5.9032
C -4.8073 3.7763 -6.3737
C -5.5554 2.6088 -6.4023
H -3.4792 0.4091 -5.2454
H -1.9992 2.3828 -5.1110
H -2.8884 4.6001 -5.8653
H -5.2354 4.7098 -6.7128
H -6.5786 2.6179 -6.7625
N 5.3979 2.6737 4.6447
C 6.4519 2.5605 3.8342
C 7.7492 2.8612 4.2208
C 7.9673 3.3028 5.5151
C 6.8830 3.4258 6.3697
C 5.6262 3.0992 5.8878
H 6.2371 2.2208 2.8282
H 8.5654 2.7518 3.5205
H 8.9657 3.5478 5.8536
H 7.0075 3.7676 7.3878
H 4.7529 3.1813 6.5263
N 5.7053 3.6048 0.7656
C 5.1372 4.6869 1.2965
C 4.6682 5.7535 0.5453
C 4.7977 5.6968 -0.8328
C 5.3873 4.5794 -1.4008
C 5.8210 3.5654 -0.5608
H 5.0578 4.6936 2.3788
H 4.2151 6.6067 1.0309
H 4.4463 6.5105 -1.4540
H 5.5109 4.4938 -2.4715
H 6.2871 2.6741 -0.9665
N 2.9697 -0.7508 -8.2771
C 3.5071 -0.7205 -9.4950
C 4.8719 -0.6559 -9.7310
C 5.7275 -0.6180 -8.6425
C 5.1850 -0.6476 -7.3681
C 3.8062 -0.7155 -7.2413
H 2.8043 -0.7488 -10.3201
H 5.2514 -0.6358 -10.7430
H 6.7991 -0.5667 -8.7849
H 5.8152 -0.6200 -6.4899
H 3.3423 -0.7442 -6.2604
*
```


# 7
DFT (ωB97M-V with the def2-TZVPD basis set) results for 3 unconnected molecules or ions with the total composition CH7NO3 at a distorted geometry.

ΔE to the lowest compared entry with this formula, charge and spin in kcal/mol: 202.2
HOMO-LUMO gap in eV: 4.100
Highest occupied orbital energy in eV: -9.07

The geometry in ORCA input format:
```
! wB97M-V def2-TZVPD RIJCOSX def2/J DEFGRID3
* xyz 0 1
C 0.1077 0.8286 1.0503
N 1.4163 1.3070 0.8658
O 0.3536 -0.5724 1.5751
H -0.4948 0.5636 0.1617
H -0.5936 1.1917 1.9346
H 1.6866 2.2381 1.2378
H 0.8942 -1.3076 -1.8257
H -2.4520 -0.2716 -2.1457
O -1.8040 -0.3401 -1.4121
H 1.3352 -0.7150 1.2300
H -0.6203 -1.1713 -1.3651
O 0.1712 -1.7509 -1.3067
*
```


# 8
DFT (ωB97M-V with the def2-TZVPD basis set) results for 4 unconnected molecules or ions with the total composition C10H30N6O4 at a distorted geometry.

HOMO-LUMO gap (spin up / spin down) in eV: 2.362 / 9.691
Highest occupied orbital energy (spin up / spin down) in eV: 0.62 / -6.82

The geometry in ORCA input format:
```
! wB97M-V def2-TZVPD RIJCOSX def2/J DEFGRID3
* xyz -1 2
C -7.1250 -7.8506 -0.6638
C -5.7180 -7.3468 -0.5611
C -4.9181 -7.5130 -1.8950
O -4.9806 -8.8436 -2.4570
C -4.0387 -9.8105 -1.8532
N -5.7990 -5.9834 -0.2082
H -7.1873 -8.5955 -1.4572
H -7.8791 -7.0964 -0.8889
H -7.4098 -8.3170 0.2793
H -5.2179 -7.9494 0.1972
H -3.9462 -7.0205 -1.8631
H -5.3922 -6.9182 -2.6758
H -4.1131 -9.8746 -0.7677
H -3.0767 -9.4992 -2.2603
H -4.2100 -10.8332 -2.1893
H -6.4256 -5.8726 0.5761
H -6.2354 -5.3560 -0.8686
C -1.0607 -3.8249 -2.3591
C -0.6221 -4.8981 -1.3390
C 0.6067 -5.6820 -1.8279
O 0.2410 -6.3487 -3.0171
C -0.0330 -7.7084 -2.7284
N -0.2898 -4.2274 -0.0768
H -1.9088 -3.2702 -1.9577
H -1.3180 -4.2005 -3.3494
H -0.2438 -3.1207 -2.5172
H -1.4466 -5.6039 -1.2380
H 1.1204 -6.3180 -1.1070
H 1.3140 -4.8785 -2.0333
H -0.4549 -8.1675 -3.6224
H -0.7615 -7.7818 -1.9209
H 0.7934 -8.3231 -2.3714
H 0.2550 -4.8878 0.4592
H 0.3132 -3.4786 -0.3861
C -5.2255 -3.0322 5.2543
O -5.3504 -2.7993 6.4630
N -5.8004 -2.4415 4.2723
N -4.3007 -3.8260 4.8411
H -6.2760 -1.6528 4.6870
H -5.2248 -2.5460 3.4490
H -3.8293 -4.4154 5.5123
H -4.1942 -3.9784 3.8484
C -3.3561 -3.2967 1.4528
O -4.3237 -3.0827 2.0746
N -2.1780 -2.8059 1.7135
N -3.3117 -4.2216 0.5638
H -1.4253 -3.1241 1.1198
H -2.1762 -2.1306 2.4646
H -2.3864 -4.5660 0.3511
H -4.1254 -4.8198 0.5559
*
```


Question: Which formula does entry 6 have?
Answer: C45H47FI2N9O